1.
Density functional theory data (ωB97M-V with the def2-TZVPD basis set) for C26H53N2O8PS as an isolated structure at a distorted geometry.

XYZ file:
```
91
Properties=species:S:1:pos:R:3:lowdin_charge:R:1
C 2.878 0.669 0.662 -0.0577
C 3.251 1.509 -0.635 -0.2444
O 1.990 2.032 -1.172 -0.2648
P 1.886 1.867 -2.827 0.5987
O 2.991 2.700 -3.423 -0.3198
C 0.220 2.596 -3.310 -0.1740
C -1.009 1.756 -2.724 -0.2151
C -1.972 2.593 -1.796 -0.1432
C -2.707 1.769 -0.684 -0.0862
C -3.392 0.485 -0.846 -0.1191
C -3.425 -0.256 -2.229 -0.1185
C -4.121 0.547 -3.408 -0.3762
C -3.558 -0.071 -4.768 -0.0572
O -5.523 0.166 -3.399 -0.0759
C -4.099 -0.175 0.320 0.0273
C -4.128 0.434 1.658 -0.1338
C -4.940 -0.344 2.754 -0.2184
C -4.278 -1.715 3.209 -0.0991
C -3.408 1.733 1.930 -0.2897
N -3.348 2.371 3.147 -0.2288
S -2.409 3.711 2.795 0.9579
N -2.113 3.531 1.159 -0.2599
C -2.709 2.362 0.712 -0.2278
O 2.113 0.313 -3.393 -0.2227
C 1.569 -0.711 -2.520 -0.2844
C 2.684 -1.767 -2.119 -0.0644
H 2.991 1.341 1.552 0.0780
H 1.778 0.419 0.562 0.0816
H 3.533 -0.240 0.696 0.0496
H 3.890 2.411 -0.411 0.1298
H 3.762 0.905 -1.433 0.0953
H 0.226 2.572 -4.441 0.1054
H 0.160 3.644 -2.902 0.1028
H -1.621 1.449 -3.628 0.0809
H -0.690 0.799 -2.234 0.0848
H -1.321 3.346 -1.249 0.1066
H -2.746 3.197 -2.347 0.1224
H -3.983 -1.227 -2.096 0.1247
H -2.376 -0.534 -2.545 0.1056
H -3.989 1.662 -3.355 0.1321
H -2.435 0.005 -4.830 0.0662
H -3.810 -1.163 -4.871 0.0919
H -4.021 0.546 -5.598 0.0902
H -5.862 0.204 -2.487 0.0901
H -4.624 -1.152 0.167 0.1160
H -5.161 0.330 3.631 0.1013
H -5.953 -0.559 2.288 0.1096
H -3.173 -1.664 3.032 0.0800
H -4.529 -1.888 4.298 0.0774
H -4.754 -2.540 2.599 0.0549
H 0.794 -1.275 -3.130 0.1203
H 1.030 -0.324 -1.614 0.0938
H 2.948 -1.694 -1.030 0.0504
H 2.364 -2.828 -2.323 0.0803
H 3.614 -1.535 -2.705 0.0885
C -0.003 4.670 5.684 -0.1055
C 1.446 5.119 5.701 -0.3239
O 2.142 4.594 4.575 -0.0874
H -0.066 3.579 5.694 0.0775
H -0.544 5.063 6.547 0.0754
H -0.502 5.009 4.772 0.0317
H 1.947 4.760 6.601 0.1117
H 1.515 6.211 5.679 0.1078
H 1.702 4.921 3.781 0.0800
C 6.730 0.759 -3.180 -0.0829
C 7.159 0.996 -1.748 -0.3245
O 8.457 0.453 -1.518 -0.0898
H 6.719 -0.309 -3.407 0.0767
H 5.732 1.170 -3.357 0.0663
H 7.430 1.225 -3.880 0.0736
H 6.464 0.509 -1.061 0.0881
H 7.180 2.066 -1.519 0.1112
H 9.067 0.892 -2.122 0.0789
C 5.315 -3.530 1.762 -0.0900
C 5.556 -3.195 0.303 -0.3106
O 5.336 -1.808 0.069 -0.1159
H 4.294 -3.270 2.051 0.0760
H 5.474 -4.594 1.951 0.0745
H 5.985 -2.955 2.406 0.0743
H 4.870 -3.755 -0.336 0.1092
H 6.581 -3.443 0.010 0.1122
H 5.951 -1.317 0.628 0.0844
C -5.831 -7.004 2.786 -0.0959
C -5.867 -5.659 2.088 -0.3231
O -4.586 -5.038 2.141 -0.0984
H -5.528 -6.886 3.829 0.0771
H -6.810 -7.487 2.757 0.0740
H -5.100 -7.666 2.314 0.0720
H -6.582 -4.995 2.575 0.1116
H -6.160 -5.773 1.039 0.1077
H -3.959 -5.624 1.701 0.0830
```

Properties
- Multiplicity: 1
- LUMO: -0.89 eV
- E_HOMO: -8.433 eV
- Total energy: -67303.59640 eV
- Kohn-Sham gap: 7.54 eV

=====

2.
Density functional theory data (ωB97M-V with the def2-TZVPD basis set) for C26H54BiCl3N5O4PSi as an isolated structure at a distorted geometry.

XYZ file:
```
95
Properties=species:S:1:pos:R:3:lowdin_charge:R:1
C 1.759 -1.353 -5.136 -0.0485
C 1.323 0.052 -4.778 -0.2558
H 1.755 -1.547 -6.209 0.0618
H 1.062 -2.028 -4.613 0.0692
H 2.770 -1.592 -4.767 0.0786
C 0.785 0.947 -5.644 -0.1600
C 0.479 0.632 -7.067 -0.1470
H 0.505 1.940 -5.277 0.0858
H -0.039 -0.342 -7.104 0.0681
H 1.369 0.565 -7.717 0.0671
H -0.160 1.401 -7.521 0.0577
Bi -0.486 -1.098 0.546 1.3253
Cl 2.089 -0.896 0.811 -0.0800
Cl -2.320 -2.895 0.978 -0.0771
C 0.736 2.419 0.745 -0.3314
O -0.155 1.562 0.644 -0.1680
N 0.494 3.713 0.964 -0.1628
C -0.877 4.228 0.939 -0.0288
C 1.543 4.709 1.130 -0.0465
H 1.822 2.158 0.663 0.1343
H -1.590 3.392 0.901 0.0824
H -1.028 4.884 0.066 0.0871
H -1.064 4.825 1.845 0.0891
H 2.514 4.203 1.157 0.0947
H 1.393 5.251 2.070 0.0882
H 1.529 5.426 0.301 0.0797
H -1.923 -1.528 -3.287 0.0737
H -2.368 1.065 -4.579 0.0975
C -2.861 -1.176 -2.832 -0.0359
C -3.174 1.066 -3.828 -0.0431
N -2.807 0.264 -2.664 -0.1709
H -3.010 -1.663 -1.864 0.0667
C -2.655 0.811 -1.448 -0.2990
O -2.527 0.140 -0.396 -0.2254
H -3.368 2.103 -3.514 0.0929
H -2.670 1.924 -1.417 0.1437
H -3.696 -1.417 -3.504 0.0912
H -4.073 0.646 -4.301 0.0916
O 0.299 -0.497 -3.178 -0.3707
C 1.350 0.326 -3.260 -0.4494
C -0.154 2.346 -2.806 -0.0526
C 1.103 1.751 -2.781 -0.1543
H -1.022 1.732 -3.022 0.0642
C -0.310 3.718 -2.596 -0.0910
H 2.267 -0.145 -2.823 0.1313
C 2.215 2.525 -2.425 -0.0380
H -1.298 4.198 -2.625 0.1008
C 0.821 4.507 -2.332 -0.1299
C 2.078 3.900 -2.246 -0.1118
H 3.182 2.021 -2.354 0.1168
H 0.744 5.594 -2.175 0.0986
H 2.980 4.492 -2.025 0.1033
Si 0.442 -4.584 -0.839 0.2417
Cl 0.266 -2.540 -1.616 0.3453
C -1.211 -5.442 -0.845 -0.2493
C 1.139 -4.404 0.893 -0.2392
C 1.608 -5.586 -1.894 -0.2107
H -2.027 -4.854 -1.274 0.0113
H -1.488 -5.694 0.186 0.0159
H -1.191 -6.407 -1.368 0.0310
H 1.160 -5.915 -2.843 0.0368
H 1.920 -6.516 -1.398 0.0389
H 2.532 -5.035 -2.098 0.0316
H 0.695 -3.599 1.497 -0.0348
H 2.223 -4.229 0.860 0.0331
H 1.019 -5.322 1.484 0.0406
C 2.056 1.041 3.739 -0.1231
N 1.476 -0.210 4.203 -0.2900
C 2.394 -1.359 4.236 -0.1036
P -0.102 -0.551 3.988 0.5390
O -0.405 -1.213 2.675 -0.5954
N -0.573 -1.686 5.078 -0.2847
C -1.701 -2.573 4.762 -0.0829
C -0.216 -1.598 6.483 -0.1106
N -0.865 0.917 3.987 -0.2980
C -0.817 1.708 5.213 -0.1016
C -2.125 1.105 3.243 -0.0717
H 2.859 0.838 3.006 0.0623
H 2.489 1.562 4.611 0.0881
H 1.303 1.689 3.279 0.0627
H 2.547 -1.653 5.280 0.0739
H 2.012 -2.219 3.666 0.0730
H 3.353 -1.044 3.802 0.0842
H -1.745 -2.754 3.677 0.0230
H -1.583 -3.544 5.274 0.0911
H -2.667 -2.142 5.089 0.0911
H 0.734 -1.058 6.598 0.0719
H -0.988 -1.088 7.084 0.0835
H -0.087 -2.604 6.908 0.0893
H 0.176 1.685 5.674 0.0776
H -1.055 2.742 4.935 0.0875
H -1.567 1.354 5.937 0.0871
H -2.275 2.186 3.137 0.0836
H -2.075 0.660 2.246 0.0431
H -2.970 0.681 3.802 0.0942
```

Properties
- Multiplicity: 1
- LUMO: 0.22 eV
- E_HOMO: -5.258 eV
- Energy above the lowest of the compared OMol25 structures with the same formula, charge and spin: 2.108 eV
- Total energy: -104055.44902 eV
- Kohn-Sham gap: 5.48 eV

=====

3.
Density functional theory data (ωB97M-V with the def2-TZVPD basis set) for C26H54Cl3GdN5O4PSi as an isolated structure at a distorted geometry.

XYZ file:
```
95
Properties=species:S:1:pos:R:3:lowdin_charge:R:1
C -5.005 -0.615 -6.471 -0.0347
C -5.125 -1.976 -7.079 -0.2363
H -4.777 0.134 -7.239 0.0698
H -4.209 -0.595 -5.711 0.0840
H -5.948 -0.319 -5.979 0.0949
C -5.348 -2.214 -8.384 -0.0950
C -5.611 -1.165 -9.408 -0.0996
H -5.361 -3.244 -8.742 0.1075
H -4.972 -0.279 -9.291 0.0684
H -6.658 -0.825 -9.398 0.0852
H -5.423 -1.593 -10.400 0.0704
Gd -0.128 0.190 -0.012 0.8694
Cl -1.739 0.196 2.058 -0.1235
Cl -1.905 0.368 -1.879 -0.1397
C -1.560 -2.538 0.130 -0.3345
O -0.355 -2.151 -0.024 -0.2083
N -1.924 -3.802 0.017 -0.1608
C -0.979 -4.827 -0.433 -0.0087
C -3.263 -4.227 0.414 -0.0211
H -2.356 -1.809 0.365 0.0788
H 0.037 -4.422 -0.394 0.0946
H -1.213 -5.140 -1.464 0.0816
H -1.071 -5.705 0.218 0.0945
H -3.794 -3.353 0.809 0.0991
H -3.192 -4.999 1.192 0.0964
H -3.812 -4.628 -0.449 0.0849
H 0.764 2.613 -4.012 0.1065
H 0.019 0.121 -4.426 0.0761
C 1.778 2.265 -3.763 -0.0528
C 1.107 -0.046 -4.399 -0.0310
N 1.751 0.845 -3.437 -0.1721
H 2.141 2.804 -2.884 0.0542
C 1.982 0.487 -2.180 -0.3714
O 1.469 -0.520 -1.609 -0.1872
H 1.317 -1.091 -4.153 0.0967
H 2.620 1.185 -1.614 0.1032
H 2.447 2.425 -4.615 0.0895
H 1.518 0.191 -5.386 0.0919
O -3.547 -3.423 -6.009 -0.1781
C -4.940 -3.140 -6.114 -0.3070
C -5.203 -5.418 -7.266 -0.0413
C -5.742 -4.374 -6.510 -0.1954
H -4.153 -5.380 -7.568 0.1195
C -6.029 -6.486 -7.636 -0.0806
H -5.323 -2.783 -5.145 0.1428
C -7.091 -4.391 -6.128 -0.0334
H -5.610 -7.303 -8.223 0.1013
C -7.377 -6.496 -7.271 -0.0961
C -7.913 -5.442 -6.521 -0.0827
H -7.468 -3.540 -5.554 0.1204
H -8.020 -7.323 -7.574 0.0986
H -8.967 -5.428 -6.245 0.1015
Si -2.609 -3.947 -4.734 0.3987
Cl 0.740 2.710 -0.414 -0.0832
C -1.179 -4.897 -5.463 -0.1532
C -3.671 -5.053 -3.654 -0.1496
C -2.038 -2.428 -3.820 -0.1812
H -1.518 -5.607 -6.228 0.0315
H -0.650 -5.464 -4.684 0.0300
H -0.459 -4.215 -5.934 0.0339
H -1.450 -1.773 -4.478 0.0236
H -1.412 -2.663 -2.948 0.0214
H -2.884 -1.833 -3.452 0.0068
H -4.169 -5.826 -4.257 0.0369
H -4.451 -4.473 -3.141 0.0350
H -3.063 -5.561 -2.891 0.0122
C 0.231 1.439 4.776 -0.1205
N 0.983 1.701 3.566 -0.3142
C 0.876 3.078 3.093 -0.1209
P 2.018 0.642 2.850 0.5497
O 1.674 0.168 1.457 -0.4599
N 3.466 1.448 2.785 -0.3010
C 3.951 1.914 1.485 -0.1041
C 3.900 2.285 3.908 -0.1066
N 2.147 -0.636 3.911 -0.2959
C 1.151 -1.710 3.755 -0.1135
C 3.471 -1.206 4.157 -0.1076
H -0.634 2.119 4.778 0.0863
H 0.834 1.640 5.678 0.0843
H -0.132 0.407 4.806 0.0527
H 1.338 3.778 3.815 0.0841
H 1.329 3.214 2.098 0.0124
H -0.195 3.312 3.001 0.0900
H 3.384 2.795 1.129 0.0653
H 5.005 2.195 1.607 0.0839
H 3.855 1.110 0.742 0.0758
H 3.550 3.325 3.808 0.0785
H 3.559 1.882 4.870 0.0834
H 4.997 2.298 3.894 0.0850
H 1.350 -2.333 2.862 0.0917
H 1.245 -2.342 4.649 0.0854
H 0.125 -1.322 3.695 0.0390
H 3.891 -1.688 3.258 0.0933
H 4.162 -0.442 4.521 0.0678
H 3.342 -1.967 4.933 0.0822
```

Properties
- Multiplicity: 8
- LUMO (alpha / beta): -0.66 / 0.49 eV
- E_HOMO (alpha / beta): -8.565 / -8.565 eV
- Energy above the lowest of the compared OMol25 structures with the same formula, charge and spin: 0.000 eV
- Total energy: -119057.15717 eV
- Kohn-Sham gap (alpha / beta): 7.91 / 9.06 eV

=====

4.
Density functional theory data (ωB97M-V with the def2-TZVPD basis set) for a 9-piece molecular cluster, C26H54N2O25S3 overall at a distorted geometry.

XYZ file:
```
110
Properties=species:S:1:pos:R:3:lowdin_charge:R:1
C 6.535 -9.810 -26.160 -0.0405
N 5.914 -9.066 -27.248 -0.3691
C 6.990 -8.650 -28.213 0.0157
C 4.934 -9.942 -27.848 -0.0483
C 5.167 -7.801 -26.851 -0.0707
C 4.108 -7.993 -25.777 -0.1736
O 3.646 -6.659 -25.455 -0.0506
H 7.212 -10.761 -26.380 0.1370
H 5.677 -10.160 -25.421 0.1127
H 7.416 -9.162 -25.475 0.1788
H 7.536 -7.900 -27.620 0.0950
H 6.778 -8.022 -29.003 0.0823
H 7.555 -9.421 -28.577 0.0769
H 5.496 -10.804 -28.336 0.0888
H 4.603 -9.479 -28.861 0.1265
H 4.121 -10.414 -27.048 0.1664
H 5.063 -7.267 -27.782 0.1243
H 5.953 -7.109 -26.509 0.1417
H 4.457 -8.360 -24.909 0.0592
H 3.260 -8.457 -26.167 0.0914
H 4.438 -6.254 -25.076 0.0271
N 9.835 -8.341 -25.863 -0.6123
O 9.300 -7.186 -26.122 -0.1252
O 10.199 -8.665 -24.712 -0.0739
O 9.908 -9.183 -26.799 -0.0999
O 5.515 -4.766 -24.235 -0.2714
S 5.167 -3.908 -23.197 0.7033
O 3.745 -3.461 -23.191 -0.3032
O 5.267 -4.853 -21.757 -0.2369
C 4.583 -6.080 -21.949 -0.2483
C 4.759 -6.983 -20.702 -0.0025
C 6.193 -2.502 -23.074 -0.0785
H 4.955 -6.462 -22.888 0.0958
H 3.586 -5.895 -21.970 0.0837
H 5.819 -7.302 -20.528 0.1079
H 3.937 -7.612 -20.851 0.0744
H 4.783 -6.523 -19.914 -0.0330
H 6.140 -1.932 -24.005 0.1124
H 7.115 -2.601 -23.225 -0.0058
H 5.803 -2.148 -22.178 0.0624
O 1.048 -7.398 -31.081 -0.2876
S 2.472 -7.515 -30.917 0.5787
O 3.006 -7.323 -29.619 -0.2580
O 2.841 -9.129 -31.037 -0.3145
C 1.750 -10.018 -30.646 -0.1985
C 2.384 -11.477 -30.575 -0.0445
C 3.400 -6.811 -32.229 -0.1523
H 1.022 -9.678 -31.375 0.1147
H 1.636 -9.970 -29.639 0.0584
H 3.169 -11.659 -29.818 0.0733
H 2.695 -11.716 -31.608 0.0648
H 1.753 -12.386 -30.385 0.0811
H 3.070 -6.926 -33.515 0.1977
H 4.381 -7.278 -32.023 0.0479
H 3.587 -5.797 -31.878 0.0555
O 4.743 -13.017 -27.079 -0.2833
S 5.768 -13.835 -26.510 0.6142
O 5.763 -15.213 -26.695 -0.2552
O 7.141 -13.279 -27.249 -0.2648
C 7.128 -13.765 -28.636 -0.1928
C 8.615 -13.277 -29.227 -0.0327
C 6.057 -13.390 -24.766 -0.0433
H 6.596 -13.416 -29.334 0.0042
H 7.230 -14.883 -28.653 0.1248
H 8.660 -13.430 -30.392 0.1077
H 9.558 -13.580 -28.543 0.1241
H 8.610 -12.302 -29.097 -0.0314
H 6.913 -13.869 -24.530 0.0413
H 5.390 -13.791 -24.128 0.0322
H 6.038 -12.370 -24.700 0.0240
C -1.793 -11.127 -26.030 -0.1257
C -1.416 -11.946 -27.318 -0.0251
O -0.233 -11.237 -27.692 0.1217
C 0.275 -10.683 -26.720 -0.6516
O 1.376 -10.225 -26.629 0.1591
O -0.594 -10.566 -25.662 0.0749
H -2.032 -11.708 -25.152 0.1339
H -2.542 -10.506 -26.217 0.0828
H -2.132 -11.715 -27.978 0.0822
H -1.132 -13.069 -27.188 0.1759
C 6.917 -10.972 -33.985 -0.1733
C 5.919 -9.938 -33.774 -0.1860
O 5.643 -9.904 -32.391 0.0394
C 6.246 -11.072 -31.861 -0.5133
O 6.179 -11.335 -30.735 0.1960
O 7.076 -11.657 -32.758 0.0834
H 8.018 -10.622 -34.265 0.1707
H 6.856 -11.604 -34.810 0.1043
H 5.070 -10.224 -34.411 0.1280
H 6.224 -8.844 -34.189 0.1801
C 3.873 -12.851 -21.299 -0.1788
C 4.226 -11.699 -20.325 -0.1045
O 4.346 -10.615 -21.205 0.0466
C 3.790 -10.971 -22.405 -0.4181
O 3.595 -10.245 -23.429 0.1057
O 3.471 -12.304 -22.445 0.0768
H 3.006 -13.407 -20.858 0.1533
H 4.679 -13.477 -21.388 0.0957
H 5.003 -11.827 -19.622 0.1102
H 3.457 -11.276 -19.649 0.1417
C 7.871 -11.555 -21.382 -0.1190
C 8.315 -10.464 -20.462 -0.0745
O 7.734 -9.375 -21.106 0.1316
C 7.147 -9.670 -22.225 -0.5798
O 6.443 -9.039 -23.017 0.1180
O 7.249 -10.945 -22.453 0.1004
H 7.330 -12.346 -21.020 0.1058
H 8.723 -12.001 -21.678 0.1042
H 9.285 -10.346 -20.279 0.1009
H 7.940 -10.636 -19.501 0.1209
```

Properties
- Multiplicity: 1
- LUMO: 0.14 eV
- E_HOMO: -6.952 eV
- Energy above the lowest of the compared OMol25 structures with the same formula, charge and spin: 2.859 eV
- Total energy: -114490.54031 eV
- Kohn-Sham gap: 7.09 eV